1.
Entry from the Open Molecules 2025 dataset: one molecule with the formula C2H4N2S2 (ωB97M-V with the def2-TZVPD basis set).

Structure (XYZ):
```
10
Properties=species:S:1:pos:R:3:nbo_charge:R:1
H -1.8215 0.9958 1.9714 0.33
N -0.9153 1.1486 1.3699 -0.63
C -0.9893 0.2502 0.5686 0.34
N -1.9606 -0.4742 0.0367 -0.83
C 0.2256 0.0478 -0.2818 -0.37
S 0.2784 -1.4296 -0.9427 0.04
S 1.4785 1.0739 0.0916 0.23
H -1.4508 -1.3996 -0.2605 0.37
H -2.7569 -0.8061 0.5060 0.38
H 2.6324 0.3926 -0.1668 0.14
```

As for the total charge: 0. The calculation puts the frontier orbital gap at 7.9 eV. The energy relative to the best compared isomer or geometry (same formula, charge and spin) comes out at 62.3 kcal per mole. As for the highest occupied orbital energy: -8.78 eV. As for the SMILES: [H]/N=C(\N)C(=S)S.

---

2.
Entry from the Open Molecules 2025 dataset: a 2-piece molecular cluster, C2H4N2S2 overall (ωB97M-V with the def2-TZVPD basis set).

Structure (XYZ):
```
10
Properties=species:S:1:pos:R:3:nbo_charge:R:1
H 1.1177 -0.1442 -1.7823 0.34
N 1.6122 -0.3948 -0.9281 -0.63
C 0.9683 0.0396 0.0484 -0.08
S 1.3810 -0.4906 1.5803 0.04
H 0.1119 0.6724 -0.0112 0.17
H 2.4646 -1.1990 1.1658 0.16
N -2.1576 -0.4139 0.2419 -0.65
C -1.9393 0.6672 -0.2522 0.18
S -2.0320 2.0620 -0.9183 0.07
H -1.5269 -0.7987 0.8556 0.40
```

As for the total charge: 0. The calculation puts the frontier orbital gap at 9.8 eV. The energy relative to the best compared isomer or geometry (same formula, charge and spin) comes out at 45.7 kcal per mole. As for the highest occupied orbital energy: -9.65 eV. As for the SMILES: [H]/N=C/S.N=C=S.

---

3.
Entry from the Open Molecules 2025 dataset: one molecule with the formula C2H4N2S3 (ωB97M-V with the def2-TZVPD basis set).

Structure (XYZ):
```
11
Properties=species:S:1:pos:R:3:nbo_charge:R:1
S 1.7293 -2.1982 0.3501 -0.09
C 0.3923 -2.1558 1.2785 -0.09
N -0.7609 -1.5179 1.0397 -0.75
S -1.1826 -0.7086 -0.4061 0.49
C -0.3940 0.8274 -0.1057 -0.10
N -0.6639 1.7845 -0.8966 -0.56
S 0.1590 3.2575 -0.6416 0.18
H 0.3423 -2.6419 2.2602 0.20
H -1.5054 -1.5535 1.7694 0.41
H 0.3242 0.7727 0.7056 0.19
H -0.4682 3.9147 -1.6113 0.12
```

As for the total charge: 0. The calculation puts the frontier orbital gap at 9.0 eV. The energy relative to the best compared isomer or geometry (same formula, charge and spin) comes out at 27.9 kcal per mole. As for the highest occupied orbital energy: -8.61 eV. As for the SMILES: S=CNS/C=N/S.

---

4.
Entry from the Open Molecules 2025 dataset: one molecule with the formula C2H4N2S4 (ωB97M-V with the def2-TZVPD basis set).

Structure (XYZ):
```
12
Properties=species:S:1:pos:R:3:nbo_charge:R:1
S 0.9534 -1.7671 -0.8388 -0.12
C -0.1927 -0.6974 -0.3110 0.03
N -1.4888 -1.0090 -0.0715 -0.71
S -2.2249 -2.5278 -0.3988 0.22
C 0.0953 0.7636 0.0273 0.03
S -0.9815 1.7576 0.7756 -0.11
N 1.3379 1.1239 -0.3277 -0.69
S 2.0127 2.6832 -0.1522 0.21
H -2.0065 -0.3188 0.4783 0.44
H -1.3059 -3.2720 0.2796 0.13
H 1.9655 0.4506 -0.6541 0.43
H 1.8354 2.8132 1.1932 0.13
```

As for the total charge: 0. The calculation puts the frontier orbital gap at 7.9 eV. The energy relative to the best compared isomer or geometry (same formula, charge and spin) comes out at 0.0 kcal per mole. As for the highest occupied orbital energy: -8.95 eV. As for the SMILES: S=C(NS)C(=S)NS.

---

5.
Entry from the Open Molecules 2025 dataset: an isolated ion of composition C2H4N3 and charge +1 (ωB97M-V with the def2-TZVPD basis set).

Structure (XYZ):
```
9
Properties=species:S:1:pos:R:3:lowdin_spin:R:1
C -2.3152 -0.0769 -0.0593 0.12
C 2.2471 0.2339 -0.0181 0.40
N -1.1769 0.3554 0.0540 0.54
N 1.1052 -0.2040 -0.0620 0.27
N 0.0957 -0.7578 0.0950 0.52
H -3.1551 0.4212 0.1948 0.03
H -2.5570 -1.1149 -0.2563 0.04
H 2.9543 0.3575 0.9523 0.03
H 2.8019 0.7856 -0.9004 0.04
```

As for the total charge: +1. The calculation puts the frontier orbital gap (spin up / spin down) at 7.8 / 9.1 eV. The energy relative to the best compared isomer or geometry (same formula, charge and spin) comes out at 27.1 kcal per mole. As for the highest occupied orbital energy (spin up / spin down): -13.21 / -17.55 eV. The multiplicity is 3.

---

6.
Entry from the Open Molecules 2025 dataset: a 2-piece molecular cluster, C2H4N3OP overall (ωB97M-V with the def2-TZVPD basis set).

Structure (XYZ):
```
11
Properties=species:S:1:pos:R:3:nbo_charge:R:1
C 0.4780 2.4297 0.2230 -0.01
C -2.7721 0.7131 0.0325 0.86
N 1.0403 1.4173 0.0122 -0.01
N 1.1760 0.2768 -0.4229 -0.50
N -2.1656 -0.2852 -0.1714 -0.84
O -3.3121 1.7305 0.1331 -0.53
P -0.8978 -1.3036 0.3922 0.60
H 0.5151 2.9397 1.0529 0.19
H 2.1465 0.0668 -0.8328 0.36
H -0.8715 -1.8207 -0.8823 -0.04
H -1.8289 -2.3115 0.5249 -0.07
```

As for the total charge: 0. The calculation puts the frontier orbital gap at 9.5 eV. The energy relative to the best compared isomer or geometry (same formula, charge and spin) comes out at 78.7 kcal per mole. As for the highest occupied orbital energy: -9.10 eV.

---

7.
Entry from the Open Molecules 2025 dataset: a 2-piece molecular cluster, C2H4N3OP overall (ωB97M-V with the def2-TZVPD basis set).

Structure (XYZ):
```
11
Properties=species:S:1:pos:R:3:nbo_charge:R:1
C -2.3491 0.5599 -0.5141 -0.04
C 1.2088 1.0334 -0.0257 -0.07
N -1.6521 0.2026 0.3618 0.03
N 1.0397 2.1258 -0.2113 -0.34
N -0.9743 -0.3717 1.1747 -0.60
O 1.1863 -1.3122 -0.8884 -0.99
P 1.8419 -0.5869 0.4072 0.93
H -2.4952 1.4205 -1.1188 0.24
H -1.2717 -1.0236 1.9297 0.40
H 0.4788 -1.9005 -0.8466 0.51
H 2.9868 -0.1471 -0.2685 -0.07
```

As for the total charge: 0. The calculation puts the frontier orbital gap at 9.4 eV. The energy relative to the best compared isomer or geometry (same formula, charge and spin) comes out at 79.3 kcal per mole. As for the highest occupied orbital energy: -9.15 eV.

---

8.
Entry from the Open Molecules 2025 dataset: one molecule with the formula C2H4N3P (ωB97M-V with the def2-TZVPD basis set).

Structure (XYZ):
```
10
Properties=species:S:1:pos:R:3:nbo_charge:R:1
H -1.3019 0.7559 -1.9590 0.35
N -0.6426 0.6366 -1.1944 -0.54
N 0.3343 1.3281 -1.4798 -0.13
C 1.4538 1.3178 -0.9175 -0.04
N 1.7395 0.2558 -0.0644 -0.32
C 1.0016 -0.5117 0.4967 0.16
P -0.5123 -1.4899 0.4690 0.36
H 2.2136 1.8708 -1.3327 0.19
H -1.1167 -0.9201 1.7695 0.02
H 0.1115 -2.6108 1.3750 -0.04
```

As for the total charge: 0. The calculation puts the frontier orbital gap (spin up / spin down) at 7.0 / 7.0 eV. The energy relative to the best compared isomer or geometry (same formula, charge and spin) comes out at 104.8 kcal per mole. As for the highest occupied orbital energy (spin up / spin down): -7.70 / -7.70 eV. As for the SMILES: [H]/N=N/C=N\C#[PH2].

---

9.
Entry from the Open Molecules 2025 dataset: C2H4N3P as an isolated structure (ωB97M-V with the def2-TZVPD basis set).

Structure (XYZ):
```
10
Properties=species:S:1:pos:R:3:lowdin_spin:R:1
C -0.7947 1.1372 0.2958 0.10
C -1.4952 -0.0457 -0.0983 0.17
N 0.4923 1.3467 0.1661 0.01
N 1.3901 0.4167 -0.1088 0.26
N -1.0422 -1.2633 -0.0095 0.16
P 1.8248 -1.1582 0.2797 1.20
H -1.2552 2.0097 0.3357 0.01
H 2.2958 0.9514 -0.5260 0.02
H 0.0582 -1.4971 0.3382 0.06
H -1.4739 -1.8973 -0.6728 0.01
```

As for the total charge: 0. The calculation puts the frontier orbital gap (spin up / spin down) at 7.2 / 6.3 eV. The energy relative to the best compared isomer or geometry (same formula, charge and spin) comes out at 24.2 kcal per mole. As for the highest occupied orbital energy (spin up / spin down): -7.09 / -8.00 eV. The multiplicity is 3.

---

10.
Entry from the Open Molecules 2025 dataset: a 2-piece molecular cluster, C2H4N4 overall (ωB97M-V with the def2-TZVPD basis set).

Structure (XYZ):
```
10
Properties=species:S:1:pos:R:3:nbo_charge:R:1
C -1.6431 0.0706 0.2157 -0.40
N -0.2613 0.2135 -0.0557 -0.07
N 0.6289 0.6885 0.7637 -0.19
C 1.7802 0.2420 0.3040 0.08
N 1.6693 -0.5647 -0.7989 -0.20
N 0.4217 -0.7441 -0.9434 -0.07
H -1.8428 -0.2276 1.2749 0.20
H -1.1421 -1.0129 -1.4518 0.22
H -2.3213 0.8719 -0.0901 0.20
H 2.7105 0.4630 0.7816 0.21
```

As for the total charge: 0. The calculation puts the frontier orbital gap (spin up / spin down) at 9.0 / 9.0 eV. The energy relative to the best compared isomer or geometry (same formula, charge and spin) comes out at 144.6 kcal per mole. As for the highest occupied orbital energy (spin up / spin down): -9.22 / -9.22 eV.

---

11.
Entry from the Open Molecules 2025 dataset: one molecule with the formula C2H4N4 (ωB97M-V with the def2-TZVPD basis set).

Structure (XYZ):
```
10
Properties=species:S:1:pos:R:3:nbo_charge:R:1
N -1.7656 -0.1238 -0.2383 -0.82
C -0.3872 -0.1279 -0.1149 0.51
N 0.4555 -1.1265 -0.1715 -0.53
C 1.6477 -0.4948 0.0832 0.15
N 1.5906 0.7985 0.2698 -0.29
N 0.2455 1.0394 0.1578 -0.41
H -2.1894 0.2429 0.6065 0.39
H -2.1213 -1.0473 -0.4410 0.40
H 2.5773 -1.0420 0.1569 0.20
H -0.0531 1.8815 -0.3087 0.41
```

As for the total charge: 0. The calculation puts the frontier orbital gap at 10.2 eV. The energy relative to the best compared isomer or geometry (same formula, charge and spin) comes out at 4.8 kcal per mole. As for the highest occupied orbital energy: -9.31 eV. As for the SMILES: Nc1ncn[nH]1.

---

12.
Entry from the Open Molecules 2025 dataset: one molecule with the formula C2H4N4 (ωB97M-V with the def2-TZVPD basis set).

Structure (XYZ):
```
10
Properties=species:S:1:pos:R:3:nbo_charge:R:1
N 0.5379 1.5848 -0.2909 -0.81
C 0.1688 0.2838 0.0397 0.31
C 0.7610 -0.7636 0.7884 -0.36
N -0.2664 -1.7172 0.8914 -0.24
N -1.3019 -1.4049 0.2204 -0.08
N -1.0762 -0.1547 -0.2296 -0.36
H 0.3785 1.8500 -1.2571 0.39
H 1.4844 1.7944 -0.0094 0.40
H 1.1727 -1.7954 0.4917 0.33
H -1.8588 0.3228 -0.6446 0.41
```

As for the total charge: 0. The calculation puts the frontier orbital gap at 9.4 eV. The energy relative to the best compared isomer or geometry (same formula, charge and spin) comes out at 85.2 kcal per mole. As for the highest occupied orbital energy: -8.78 eV. As for the SMILES: Nc1cnn[nH]1.